# 1
A molecular structure, C37H55BN6P2S3Tm, computed with ωB97M-V/def2-TZVPD.

```
105
C37H55BN6P2S3Tm (ωB97M-V/def2-TZVPD)
Tm 0.61 0.22 0.29
C 1.33 -4.37 -2.37
C -0.05 -3.83 -2.14
C -1.07 -4.08 -3.00
C -2.36 -3.55 -2.78
N -2.62 -2.89 -1.69
N -1.61 -2.67 -0.81
B -2.25 -2.15 0.48
N -1.53 -1.89 1.82
N -2.20 -3.05 1.73
C -2.16 -3.99 2.63
C -1.47 -3.63 3.82
C -0.85 -2.42 3.98
C -0.17 -2.05 5.25
C -0.84 -1.49 2.87
S 0.00 0.00 2.90
C -2.80 -5.34 2.34
C -4.29 -5.14 2.05
C -2.62 -6.29 3.52
C -2.09 -5.90 1.09
N -3.48 -1.29 0.26
N -4.62 -1.92 0.59
C -5.75 -1.26 0.42
C -5.73 0.06 -0.08
C -4.56 0.69 -0.42
C -4.53 2.09 -0.93
C -3.37 -0.06 -0.24
S -1.84 0.61 -0.73
C -7.02 -2.00 0.81
C -6.93 -2.36 2.30
C -8.26 -1.14 0.58
C -7.13 -3.28 -0.03
C -0.34 -3.02 -1.00
S 0.93 -2.50 0.07
C -3.48 -3.75 -3.78
C -3.79 -5.25 -3.86
C -3.01 -3.24 -5.15
C -4.74 -2.99 -3.36
H 1.29 -5.23 -3.05
H 1.97 -3.61 -2.83
H 1.81 -4.67 -1.44
H -0.89 -4.69 -3.88
H -1.44 -4.35 4.62
H -0.32 -2.81 6.01
H 0.90 -1.92 5.08
H -0.55 -1.10 5.63
H -4.82 -4.79 2.93
H -4.46 -4.42 1.24
H -4.72 -6.10 1.75
H -3.10 -5.92 4.43
H -3.09 -7.24 3.27
H -1.57 -6.50 3.73
H -2.32 -5.30 0.20
H -1.01 -5.94 1.22
H -2.45 -6.91 0.91
H -6.66 0.60 -0.18
H -5.54 2.49 -1.01
H -3.95 2.73 -0.27
H -4.06 2.13 -1.92
H -6.81 -1.47 2.92
H -7.84 -2.87 2.61
H -6.09 -3.03 2.49
H -8.27 -0.24 1.20
H -8.38 -0.85 -0.47
H -9.15 -1.72 0.85
H -6.25 -3.91 0.09
H -8.00 -3.85 0.29
H -7.25 -3.05 -1.09
H -2.92 -5.84 -4.18
H -4.12 -5.64 -2.89
H -4.58 -5.43 -4.58
H -2.13 -3.77 -5.52
H -3.81 -3.39 -5.88
H -2.79 -2.17 -5.12
H -5.10 -3.33 -2.38
H -4.56 -1.92 -3.30
H -5.52 -3.17 -4.09
C 4.64 0.92 0.60
P 3.32 0.39 -0.53
C 4.00 -1.12 -1.28
C 3.30 1.63 -1.87
C 4.27 1.57 -2.87
C 4.31 2.52 -3.88
C 3.36 3.54 -3.90
C 2.40 3.61 -2.91
C 2.36 2.66 -1.89
P 1.15 2.85 -0.54
C 1.92 4.02 0.62
C -0.24 3.79 -1.23
H 5.54 1.13 0.02
H 4.86 0.13 1.32
H 4.36 1.82 1.15
H 5.05 -0.98 -1.52
H 3.45 -1.36 -2.19
H 3.90 -1.95 -0.58
H 5.02 0.79 -2.86
H 5.07 2.46 -4.64
H 3.38 4.28 -4.69
H 1.68 4.42 -2.94
H 2.78 3.57 1.13
H 1.20 4.34 1.38
H 2.27 4.89 0.07
H 0.05 4.81 -1.45
H -1.05 3.81 -0.49
H -0.62 3.31 -2.13
```

For the energy above the lowest of the compared OMol25 structures with the same formula, charge and spin, the calculation gives 0.157 eV. As for the charge: +3. For the orbital gap (alpha / beta), the calculation gives 7.945 / 7.952 eV. The molar mass is 921.78 g/mol. The multiplicity is 3. As for the expectation value of S²: 2.002.



# 2
11 unconnected molecules or ions with the total composition C37H55NO32, computed with ωB97M-V/def2-TZVPD.

```
125
C37H55NO32 (ωB97M-V/def2-TZVPD)
C -1.87 0.11 4.31
C -0.66 0.22 3.36
C 0.32 -0.98 3.38
C 0.84 -1.34 1.98
C -0.10 -2.32 1.24
C -1.25 -1.63 0.53
O -0.80 -0.55 -0.29
C -0.21 -0.96 -1.45
N 1.02 -0.38 -1.70
O -0.76 -1.73 -2.21
H -2.80 0.20 3.75
H -1.87 0.93 5.03
H -1.86 -0.81 4.90
H -1.03 0.36 2.34
H -0.11 1.14 3.60
H 1.18 -0.70 4.00
H -0.13 -1.85 3.87
H 1.80 -1.85 2.10
H 0.96 -0.42 1.41
H -0.53 -3.02 1.96
H 0.46 -2.94 0.53
H -1.94 -1.22 1.27
H -1.84 -2.34 -0.06
H 1.19 0.47 -1.16
H 1.79 -1.03 -1.65
O -4.91 0.82 -6.15
C -4.59 0.11 -5.25
O -3.80 0.49 -4.22
C -3.82 -0.55 -3.23
C -4.20 -1.76 -4.04
O -4.96 -1.18 -5.12
H -2.85 -0.64 -2.75
H -4.58 -0.30 -2.48
H -3.33 -2.27 -4.46
H -4.80 -2.48 -3.50
O 5.01 -1.67 4.69
C 4.87 -0.49 4.68
O 4.18 0.19 3.73
C 4.06 1.55 4.15
C 5.23 1.70 5.11
O 5.40 0.36 5.59
H 4.11 2.22 3.29
H 3.10 1.68 4.65
H 6.15 2.00 4.60
H 5.04 2.37 5.93
O 2.39 2.41 -0.52
C 2.42 3.01 -1.55
O 3.20 4.08 -1.80
C 3.12 4.38 -3.21
C 1.79 3.76 -3.58
O 1.66 2.71 -2.63
H 3.18 5.45 -3.37
H 3.96 3.89 -3.70
H 0.96 4.46 -3.45
H 1.76 3.36 -4.59
O 5.07 -0.08 -1.98
C 5.31 -0.73 -1.01
O 5.99 -0.27 0.06
C 5.84 -1.22 1.13
C 5.53 -2.50 0.39
O 4.90 -2.00 -0.81
H 6.75 -1.27 1.73
H 5.01 -0.88 1.76
H 6.42 -3.06 0.12
H 4.85 -3.16 0.93
O -4.95 -2.24 0.70
C -4.97 -1.05 0.62
O -5.59 -0.38 -0.38
C -5.58 1.02 -0.04
C -4.42 1.11 0.91
O -4.39 -0.21 1.49
H -5.45 1.62 -0.94
H -6.54 1.27 0.43
H -3.46 1.28 0.42
H -4.55 1.86 1.69
O -2.04 3.21 1.51
C -1.85 3.63 0.42
O -0.89 4.51 0.08
C -0.83 4.60 -1.35
C -2.22 4.16 -1.75
O -2.58 3.28 -0.68
H -0.59 5.62 -1.65
H -0.06 3.92 -1.71
H -2.93 4.99 -1.79
H -2.25 3.62 -2.70
O -9.42 -0.02 2.19
C -9.13 -1.07 1.72
O -7.88 -1.44 1.35
C -7.88 -2.84 1.05
C -9.34 -3.08 0.70
O -10.01 -2.07 1.47
H -7.20 -3.04 0.24
H -7.57 -3.39 1.93
H -9.55 -2.91 -0.35
H -9.69 -4.07 0.99
O 5.03 5.30 -5.35
C 5.25 4.79 -6.40
O 4.60 5.09 -7.55
C 5.29 4.46 -8.63
C 6.00 3.32 -7.93
O 6.18 3.84 -6.61
H 4.57 4.14 -9.39
H 5.98 5.18 -9.07
H 5.38 2.42 -7.87
H 6.96 3.07 -8.37
O 6.34 -6.03 0.70
C 6.69 -6.07 -0.43
O 7.22 -5.02 -1.11
C 7.72 -5.49 -2.36
C 6.91 -6.75 -2.58
O 6.62 -7.16 -1.23
H 7.57 -4.74 -3.13
H 8.79 -5.69 -2.26
H 5.97 -6.56 -3.09
H 7.45 -7.54 -3.09
O -2.93 1.23 7.30
C -3.85 0.50 7.12
O -4.72 0.58 6.09
C -5.53 -0.60 6.08
C -5.44 -1.05 7.53
O -4.17 -0.54 7.93
H -6.54 -0.35 5.76
H -5.09 -1.32 5.39
H -6.21 -0.59 8.16
H -5.47 -2.13 7.65
```

For the orbital gap, the calculation gives 10.110 eV. The molar mass is 1025.82 g/mol. The SMILES is CCCCCCOC(N)=O.O=C1OCCO1.O=C1OCCO1.O=C1OCCO1.O=C1OCCO1.O=C1OCCO1.O=C1OCCO1.O=C1OCCO1.O=C1OCCO1.O=C1OCCO1.O=C1OCCO1. The multiplicity is 1.



# 3
A molecular structure, C37H56BN8NiOS, computed with ωB97M-V/def2-TZVPD.

```
105
C37H56BN8NiOS (ωB97M-V/def2-TZVPD)
Ni 0.07 -0.10 -0.26
C -3.99 -3.47 0.47
C -3.05 -2.70 -0.41
C -3.01 -2.63 -1.79
C -1.94 -1.77 -2.09
N -1.39 -1.36 -0.96
N -2.07 -1.92 0.08
B -1.68 -1.62 1.57
N -1.86 -0.10 1.81
N -1.74 0.71 0.72
C -2.43 1.82 0.99
C -2.97 1.73 2.29
C -2.60 0.50 2.76
C -2.94 -0.16 4.06
C -2.81 2.87 -0.04
C -2.24 4.24 0.33
C -2.36 2.45 -1.44
C -4.34 2.95 -0.05
N -0.20 -2.06 1.78
N 0.61 -1.97 0.70
C 1.56 -2.90 0.83
C 1.40 -3.52 2.08
C 0.26 -3.00 2.64
C -0.44 -3.37 3.90
C 2.40 -3.47 -0.30
C 3.89 -3.49 0.05
C 1.94 -4.94 -0.46
C 2.14 -2.78 -1.63
C -1.45 -1.34 -3.45
C -0.31 -0.33 -3.34
C -2.60 -0.70 -4.23
C -0.95 -2.58 -4.22
H -4.71 -4.00 -0.15
H -4.53 -2.81 1.14
H -3.45 -4.20 1.08
H -3.66 -3.14 -2.48
H -2.38 -2.23 2.32
H -3.58 2.46 2.79
H -3.30 0.58 4.76
H -2.08 -0.67 4.49
H -3.73 -0.91 3.93
H -1.17 4.28 0.17
H -2.44 4.47 1.38
H -2.70 5.01 -0.28
H -1.28 2.31 -1.49
H -2.64 3.22 -2.16
H -2.84 1.51 -1.73
H -4.73 3.35 0.89
H -4.79 1.97 -0.21
H -4.67 3.61 -0.86
H 1.99 -4.33 2.49
H 0.21 -3.99 4.51
H -1.35 -3.93 3.69
H -0.72 -2.49 4.48
H 4.06 -3.92 1.03
H 4.32 -2.48 0.05
H 4.43 -4.09 -0.69
H 2.19 -5.53 0.42
H 2.43 -5.38 -1.32
H 0.86 -4.99 -0.61
H 2.32 -1.71 -1.58
H 1.10 -2.94 -1.94
H 2.78 -3.21 -2.40
H -0.66 0.59 -2.86
H 0.06 -0.06 -4.33
H 0.54 -0.73 -2.77
H -2.99 0.18 -3.71
H -3.43 -1.41 -4.35
H -2.27 -0.40 -5.22
H -0.13 -3.07 -3.70
H -0.60 -2.28 -5.21
H -1.76 -3.30 -4.35
N 0.77 0.90 2.51
C 0.69 2.27 2.36
C 0.60 3.10 3.45
C 0.70 4.50 3.33
C 0.94 5.08 2.11
C 1.00 4.25 0.97
C 1.29 4.78 -0.32
C 1.31 3.96 -1.40
C 0.98 2.60 -1.21
N 0.71 2.07 -0.04
C 0.79 2.86 1.07
H 0.77 0.28 1.71
H 0.48 0.49 3.38
H 0.48 2.66 4.43
H 0.63 5.11 4.22
H 1.09 6.14 2.01
H 1.47 5.84 -0.42
H 1.52 4.32 -2.40
H 0.95 1.93 -2.07
O 2.30 0.11 -0.42
S 3.69 0.08 0.18
C 4.79 -0.11 -1.24
C 4.79 1.25 -1.92
C 5.05 2.25 -0.79
C 4.20 1.82 0.41
H 4.41 -0.94 -1.83
H 5.77 -0.37 -0.84
H 3.81 1.43 -2.37
H 5.53 1.30 -2.71
H 4.82 3.27 -1.09
H 6.11 2.22 -0.53
H 3.27 2.37 0.49
H 4.72 1.88 1.37
```

As for the charge: +1. For the orbital gap (alpha / beta), the calculation gives 7.703 / 7.283 eV. The molar mass is 730.48 g/mol. The multiplicity is 3. As for the expectation value of S²: 2.005.